# 1
A molecular structure, C26H40BrIrN4O6P, computed with ωB97M-V/def2-TZVPD.

Element x y z (Å)
Ir (0.113, 0.430, -0.275)
C (2.982, -2.312, -0.179)
C (2.391, -1.651, -1.369)
N (1.469, -0.708, -1.423)
C (1.304, -0.387, -2.751)
C (2.130, -1.155, -3.516)
N (2.802, -1.943, -2.623)
C (2.402, -1.284, -4.967)
O (1.709, -0.512, -5.773)
O (3.233, -2.080, -5.350)
C (0.373, 0.700, -3.123)
O (0.161, 0.967, -4.313)
O (-0.150, 1.306, -2.128)
H (2.319, -2.218, 0.674)
H (3.954, -1.869, 0.048)
H (3.118, -3.377, -0.368)
H (3.498, -2.619, -2.892)
H (1.079, 0.098, -5.259)
N (0.178, -0.039, 1.877)
C (0.535, -1.277, 2.585)
C (0.327, -2.611, 1.796)
O (0.809, -3.607, 2.358)
O (-0.287, -2.546, 0.705)
H (0.694, 0.768, 2.209)
H (-0.810, 0.193, 1.968)
H (-0.077, -1.395, 3.483)
H (1.570, -1.204, 2.924)
Br (5.424, 4.376, 0.761)
C (3.915, 3.254, 0.459)
C (3.860, 2.006, 1.054)
C (2.754, 1.198, 0.828)
C (1.685, 1.609, 0.020)
C (1.785, 2.873, -0.567)
C (2.885, 3.694, -0.352)
H (4.672, 1.662, 1.681)
H (2.733, 0.214, 1.282)
H (0.983, 3.229, -1.201)
H (2.935, 4.671, -0.816)
C (-3.273, 4.167, 0.792)
C (-3.529, 3.170, -0.350)
C (-4.961, 3.364, -0.856)
C (-2.545, 3.561, -1.465)
P (-3.037, 1.444, 0.270)
N (-1.517, 1.342, 0.442)
C (-3.756, 0.158, -0.927)
C (-3.054, -1.193, -0.706)
C (-5.271, -0.069, -0.866)
C (-3.402, 0.590, -2.361)
C (-3.878, 1.200, 1.962)
C (-5.341, 1.639, 2.083)
C (-3.809, -0.294, 2.320)
C (-3.053, 1.944, 3.032)
H (-3.289, 5.179, 0.377)
H (-2.293, 4.005, 1.243)
H (-4.033, 4.124, 1.570)
H (-5.116, 4.430, -1.060)
H (-5.720, 3.057, -0.137)
H (-5.142, 2.833, -1.790)
H (-2.631, 4.638, -1.639)
H (-2.742, 3.058, -2.408)
H (-1.521, 3.329, -1.175)
H (-3.342, -1.692, 0.214)
H (-1.963, -1.117, -0.694)
H (-3.320, -1.855, -1.535)
H (-5.590, -0.534, 0.067)
H (-5.549, -0.752, -1.675)
H (-5.841, 0.849, -1.004)
H (-2.367, 0.915, -2.450)
H (-4.048, 1.390, -2.721)
H (-3.546, -0.266, -3.026)
H (-5.994, 1.143, 1.366)
H (-5.464, 2.715, 1.968)
H (-5.700, 1.379, 3.084)
H (-4.497, -0.896, 1.730)
H (-4.089, -0.414, 3.370)
H (-2.808, -0.710, 2.193)
H (-3.379, 2.975, 3.158)
H (-1.992, 1.955, 2.780)
H (-3.177, 1.442, 3.996)

- Net charge: -1
- E_LUMO: 2.4 eV
- HOMO: -4.798 eV

=====

# 2
A molecular structure, C26H40Cl2FeN4O5PSSe2Te2, computed with ωB97M-V/def2-TZVPD.

Element x y z (Å)
Fe (0.514, -1.392, 2.258)
Se (-0.727, -1.090, 4.511)
Te (-1.607, -3.182, 5.324)
Te (-0.568, -5.073, 3.807)
Se (1.008, -3.906, 2.347)
Cl (3.251, -0.882, 3.729)
C (4.228, -1.910, 4.778)
Cl (5.963, -1.631, 4.573)
H (4.016, -2.946, 4.531)
H (3.966, -1.690, 5.808)
C (3.050, -0.078, -3.731)
C (2.660, -1.552, -3.755)
C (1.146, -1.720, -3.786)
C (3.278, -2.345, -2.605)
N (2.894, -1.849, -1.285)
C (1.912, -2.213, -0.464)
N (2.000, -1.474, 0.622)
N (3.057, -0.656, 0.442)
N (3.594, -0.870, -0.690)
H (2.649, 0.428, -4.608)
H (4.130, 0.068, -3.716)
H (2.640, 0.416, -2.850)
H (3.087, -2.008, -4.656)
H (0.680, -1.326, -2.881)
H (0.847, -2.767, -3.852)
H (0.721, -1.196, -4.641)
H (4.368, -2.320, -2.621)
H (2.957, -3.387, -2.643)
H (1.136, -2.926, -0.682)
C (-1.059, 1.792, -2.784)
C (-2.057, 0.822, -2.164)
C (-3.287, 1.549, -1.648)
C (-2.425, -0.262, -3.168)
O (-1.363, 0.288, -1.005)
P (-1.515, -1.159, -0.356)
O (-0.953, -2.239, -1.209)
O (-0.888, -0.978, 1.015)
O (-3.101, -1.269, -0.171)
C (-3.818, -2.492, 0.179)
C (-4.005, -3.322, -1.082)
C (-3.075, -3.273, 1.250)
C (-5.150, -1.989, 0.713)
H (-1.494, 2.280, -3.657)
H (-0.164, 1.261, -3.098)
H (-0.776, 2.565, -2.067)
H (-3.797, 2.049, -2.474)
H (-3.001, 2.301, -0.915)
H (-3.979, 0.854, -1.179)
H (-2.895, 0.213, -4.030)
H (-3.126, -0.981, -2.754)
H (-1.540, -0.802, -3.501)
H (-3.041, -3.589, -1.509)
H (-4.578, -2.765, -1.825)
H (-4.557, -4.233, -0.845)
H (-2.126, -3.664, 0.887)
H (-3.694, -4.117, 1.563)
H (-2.878, -2.647, 2.121)
H (-5.657, -1.390, -0.042)
H (-4.990, -1.375, 1.598)
H (-5.797, -2.825, 0.980)
O (0.973, 0.659, 2.430)
S (1.022, 1.524, 1.181)
C (-0.365, 2.624, 1.358)
C (-0.361, 3.827, 0.663)
C (-1.464, 4.659, 0.750)
C (-2.562, 4.276, 1.512)
C (-2.554, 3.065, 2.182)
C (-1.451, 2.224, 2.115)
C (2.376, 2.625, 1.466)
C (3.111, 3.028, 0.364)
C (4.190, 3.883, 0.551)
C (4.526, 4.296, 1.829)
C (3.796, 3.856, 2.928)
C (2.711, 3.017, 2.755)
H (0.501, 4.122, 0.079)
H (-1.466, 5.602, 0.221)
H (-3.425, 4.923, 1.575)
H (-3.413, 2.762, 2.765)
H (-1.438, 1.268, 2.616)
H (2.861, 2.660, -0.622)
H (4.774, 4.207, -0.299)
H (5.371, 4.953, 1.976)
H (4.077, 4.170, 3.923)
H (2.141, 2.645, 3.594)

- Spin multiplicity: 6
- Net charge: 0
- E_LUMO (spin up / spin down): -0.1 / -1.9 eV
- HOMO (spin up / spin down): -6.998 / -7.200 eV
- ⟨S²⟩: 8.77

=====

# 3
A single C26H40N4O2 molecule, computed with ωB97M-V/def2-TZVPD.

Element x y z (Å)
C (0.945, 2.193, 1.727)
H (1.345, 2.571, 2.666)
H (1.658, 1.486, 1.314)
H (0.025, 1.653, 1.940)
C (0.701, 3.352, 0.761)
C (2.013, 4.060, 0.428)
H (2.493, 4.407, 1.340)
H (1.834, 4.919, -0.214)
H (2.697, 3.387, -0.083)
C (-0.008, 2.908, -0.536)
N (-1.338, 2.370, -0.324)
C (-1.237, 0.997, -0.389)
N (-0.162, 0.527, -0.908)
C (0.650, 1.687, -1.244)
H (0.648, 1.825, -2.331)
H (1.681, 1.516, -0.932)
N (-2.321, 0.419, 0.165)
C (-2.525, -0.999, 0.332)
H (-2.468, -1.497, -0.642)
C (-1.485, -1.629, 1.270)
N (-0.209, -1.775, 0.617)
C (0.426, -2.960, 0.523)
O (0.032, -3.980, 1.055)
C (1.721, -2.863, -0.266)
H (1.553, -2.253, -1.154)
H (2.024, -3.865, -0.569)
C (2.810, -2.236, 0.611)
H (2.436, -1.303, 1.039)
H (3.017, -2.918, 1.439)
C (4.108, -1.958, -0.155)
C (5.282, -1.778, 0.810)
C (6.581, -1.521, 0.051)
C (6.450, -0.289, -0.837)
C (5.279, -0.453, -1.800)
C (3.987, -0.708, -1.029)
H (3.156, -0.813, -1.728)
H (3.778, 0.152, -0.387)
H (5.173, 0.443, -2.416)
H (5.474, -1.295, -2.467)
H (6.284, 0.592, -0.212)
H (7.375, -0.132, -1.396)
H (7.402, -1.386, 0.758)
H (6.813, -2.390, -0.569)
H (5.390, -2.672, 1.430)
H (5.075, -0.936, 1.475)
H (4.323, -2.817, -0.800)
H (0.076, -0.989, 0.025)
H (-1.380, -1.004, 2.166)
H (-1.808, -2.628, 1.576)
H (-3.525, -1.143, 0.742)
C (-3.250, 1.450, 0.600)
C (-4.428, 1.610, -0.385)
C (-5.315, 0.399, -0.416)
C (-5.254, -0.509, -1.464)
C (-6.050, -1.640, -1.471)
C (-6.929, -1.880, -0.423)
C (-7.004, -0.971, 0.629)
C (-6.204, 0.153, 0.625)
H (-6.274, 0.855, 1.444)
H (-7.695, -1.165, 1.433)
O (-7.731, -2.977, -0.384)
H (-7.575, -3.527, -1.161)
H (-5.990, -2.340, -2.294)
H (-4.573, -0.335, -2.284)
H (-5.011, 2.480, -0.074)
H (-4.017, 1.802, -1.377)
H (-3.640, 1.208, 1.595)
C (-2.374, 2.726, 0.611)
H (-1.984, 2.929, 1.619)
H (-2.927, 3.605, 0.270)
H (-0.064, 3.771, -1.210)
H (0.042, 4.080, 1.250)

- Net charge: 0
- E_LUMO: 0.6 eV
- HOMO: -8.359 eV
- SMILES: CC(C)[C@H]1CN=C2N(CCNC(=O)CCC3CCCCC3)[C@H](Cc3ccc(O)cc3)CN21

=====

Max |F| across the listed records, respectively: 1.24; 0.62; 0.62 eV/A.